Density functional theory data (ωB97M-V/def2-TZVPD) for 2 unconnected molecules or ions with the total composition CH7N at a distorted geometry.

Geometry (Å):
C (-1.60000, -0.02905, -0.01127)
H (1.82716, -0.01148, 0.87263)
H (2.23769, 0.89440, -0.39391)
H (1.89223, -0.75514, -0.54271)
H (-1.47804, 0.83989, 0.58488)
H (-2.11261, 0.37676, -0.88557)
H (-2.46872, -0.60463, 0.56487)
H (-0.72298, -0.65691, -0.21680)
N (2.42528, -0.05384, 0.02789)

Atoms 1-3, force components in eV/Å:
-2.994 -1.385 0.721
0.648 -0.062 -0.297
0.314 -1.429 0.230

E_LUMO = 0.93 eV
total charge = 0
SMILES string = C.N
energy = -97.0274 Eh
ΔE to the lowest compared entry with this formula, charge and spin = 9.0 kcal per mole

Density functional theory data (ωB97M-V/def2-TZVPD) for a molecular structure, C28H35N7O4RhS at a distorted geometry.

Geometry (Å):
Rh (-0.92928, 0.63927, 0.03105)
C (-3.36306, -1.76807, 4.83726)
C (-3.29929, -0.43626, 4.19115)
N (-3.55123, 0.69851, 4.75882)
N (-3.34164, 1.61519, 3.77181)
C (-2.96086, 1.08801, 2.61277)
S (-2.61349, 1.94804, 1.17967)
N (-2.94985, -0.23912, 2.86998)
N (-2.52379, -1.18879, 1.95525)
H (-3.80863, -1.65673, 5.82179)
H (-2.36444, -2.19371, 4.95431)
H (-3.96980, -2.45845, 4.24947)
H (-3.46281, 2.59616, 3.95949)
H (-2.17319, -2.00137, 2.44322)
H (-3.28529, -1.43897, 1.33701)
C (0.12227, -3.31680, 0.28688)
C (0.78464, -1.98892, 0.65189)
C (1.93814, -1.60264, -0.22403)
C (3.14331, -2.27192, -0.07134)
C (4.25859, -1.89843, -0.79730)
C (4.17235, -0.80543, -1.64197)
C (2.98367, -0.10276, -1.82337)
C (3.08289, 1.16387, -2.65524)
C (3.26014, 0.91019, -4.15478)
C (1.83357, -0.56030, -1.15013)
N (0.56542, 0.09396, -1.35569)
C (0.27123, 0.54206, -2.53099)
C (-0.83889, 1.40020, -2.67011)
C (-1.38425, 2.12016, -3.72272)
C (-2.44175, 2.85620, -3.17386)
C (-2.49965, 2.55922, -1.81545)
N (-1.52460, 1.67193, -1.50894)
H (-0.54809, -3.65364, 1.08096)
H (0.87012, -4.09586, 0.13291)
H (-0.46073, -3.21805, -0.63069)
H (1.12098, -2.00361, 1.69068)
H (0.05683, -1.19033, 0.55945)
H (3.20481, -3.08315, 0.64635)
H (5.19647, -2.42655, -0.67797)
H (5.05865, -0.45958, -2.16308)
H (3.96027, 1.70654, -2.29850)
H (2.23615, 1.82457, -2.47482)
H (4.18853, 0.37136, -4.34712)
H (3.29975, 1.85090, -4.70579)
H (2.45192, 0.30720, -4.57532)
H (0.85087, 0.24423, -3.39609)
H (-1.03213, 2.12383, -4.74319)
H (-3.09204, 3.54984, -3.68171)
H (-3.19440, 2.94134, -1.08782)
O (3.31224, 0.78687, 1.37745)
C (3.05308, 1.39609, 2.56108)
C (4.05700, 1.75000, 3.45533)
C (3.73187, 2.33870, 4.66529)
C (2.40447, 2.56348, 5.00927)
C (1.40895, 2.19925, 4.12210)
C (1.71953, 1.62912, 2.89074)
C (0.60467, 1.23990, 1.99440)
O (-0.39742, 0.60910, 2.39144)
O (0.64604, 1.58240, 0.73882)
H (4.26149, 0.73655, 1.22557)
H (5.09331, 1.56257, 3.19643)
H (4.52368, 2.62389, 5.34586)
H (2.15281, 3.01475, 5.95889)
H (0.36738, 2.36548, 4.36720)
C (-1.64823, -2.02177, -3.60902)
N (-2.85996, -1.38823, -3.10421)
C (-4.00832, -1.26222, -4.00374)
C (-2.91834, -0.88112, -1.88623)
O (-1.98316, -0.90525, -1.06862)
H (-1.87991, -3.02727, -3.95977)
H (-0.91518, -2.07675, -2.80958)
H (-1.24369, -1.44095, -4.43968)
H (-3.86817, -1.94123, -4.84025)
H (-4.09176, -0.24620, -4.38976)
H (-4.93027, -1.53467, -3.49395)
H (-3.89052, -0.43581, -1.63922)

Atoms 1-3, force components in eV/Å:
-0.482 0.564 -0.890
0.021 -0.005 -0.035
-0.084 -0.057 -0.050

E_LUMO = -2.68 eV
total charge = +1
energy = -2280.7677 Eh

Density functional theory data (ωB97M-V/def2-TZVPD) for a molecular structure, C27H33Cl3FeN7O9P2Se at a distorted geometry.

Geometry (Å):
Fe (0.91600, 1.62443, -0.05901)
Cl (3.04233, 8.45658, 0.94043)
C (2.61801, 6.85496, 0.38939)
C (2.55747, 6.60494, -0.99247)
C (2.23199, 5.36232, -1.44893)
Cl (2.15654, 5.06552, -3.15208)
C (1.93370, 4.26437, -0.56941)
O (1.65399, 3.12821, -1.05340)
C (2.00043, 4.57000, 0.82384)
C (1.74313, 3.58518, 1.82943)
O (1.39074, 2.41421, 1.67989)
C (2.34802, 5.85976, 1.27707)
H (2.76833, 7.39860, -1.69592)
H (1.88949, 3.92658, 2.86543)
H (2.39660, 6.04968, 2.34241)
C (-0.71943, -4.12528, -0.28239)
N (-1.92418, -3.32144, -0.44741)
C (-2.52786, -3.43113, -1.77798)
P (-2.11994, -1.82577, 0.22921)
O (-1.91860, -0.64217, -0.60815)
O (-1.08441, -1.92968, 1.47892)
P (0.10043, -0.95796, 2.01486)
O (0.73259, -0.12757, 0.97402)
N (-0.56225, -0.05737, 3.21871)
C (-1.46457, 1.02538, 2.83038)
C (-0.88713, -0.65965, 4.49795)
N (1.14742, -2.01103, 2.69650)
C (0.83606, -3.38437, 3.04072)
C (2.58456, -1.73062, 2.55952)
N (-3.63548, -1.86319, 0.87021)
C (-4.04139, -2.92429, 1.76980)
C (-4.42090, -0.64017, 0.96704)
H (-0.92042, -5.11662, -0.69191)
H (-0.48307, -4.23757, 0.77191)
H (0.14817, -3.71519, -0.80629)
H (-2.77793, -4.47559, -1.97187)
H (-1.85289, -3.07294, -2.56136)
H (-3.44284, -2.84162, -1.82294)
H (-1.26128, 1.36696, 1.81701)
H (-1.31947, 1.87356, 3.50170)
H (-2.50950, 0.70190, 2.89722)
H (-0.13596, -1.39870, 4.76865)
H (-1.87701, -1.13673, 4.49104)
H (-0.89454, 0.11888, 5.26329)
H (-0.23752, -3.52818, 3.14543)
H (1.31103, -3.63702, 3.99259)
H (1.21420, -4.07915, 2.28341)
H (2.74993, -0.69101, 2.28802)
H (3.03640, -2.34626, 1.78069)
H (3.07911, -1.93964, 3.51047)
H (-3.45500, -3.82059, 1.57611)
H (-5.09595, -3.16176, 1.60895)
H (-3.91317, -2.63542, 2.82035)
H (-4.01642, 0.11114, 0.29362)
H (-4.42033, -0.24344, 1.98779)
H (-5.45565, -0.85025, 0.68537)
O (-3.65757, 2.57965, -3.37195)
C (-2.88857, 1.71500, -4.00097)
O (-3.17952, 1.26786, -5.08732)
C (-1.62229, 1.31275, -3.32065)
C (-0.71051, 0.40055, -3.81513)
Cl (-0.78807, -0.55553, -5.21980)
N (0.30470, 0.27677, -2.92799)
N (0.07071, 1.04380, -1.85511)
C (-1.06710, 1.67524, -2.07380)
C (-1.58780, 2.51425, -0.94214)
O (-2.67224, 3.10586, -1.06716)
O (-0.86125, 2.52249, 0.09034)
C (1.42499, -0.60472, -2.99253)
C (1.64154, -1.46298, -1.92865)
C (2.71274, -2.33789, -1.97779)
C (3.56056, -2.34026, -3.07607)
C (3.34222, -1.45922, -4.12386)
C (2.27231, -0.57778, -4.08576)
H (-3.27863, 2.85050, -2.46497)
H (0.98904, -1.40385, -1.06738)
H (2.92405, -2.98507, -1.13748)
H (4.41640, -3.00182, -3.08894)
H (4.02046, -1.43728, -4.96682)
H (2.11580, 0.14042, -4.87766)
Se (3.77180, 0.99337, -0.39570)
C (4.52722, -0.53194, 0.25988)
N (5.00742, -1.50394, 0.67759)

Atoms 1-3, force components in eV/Å:
1.061 -0.131 -0.234
0.002 0.006 0.001
0.003 0.010 -0.033

E_LUMO (alpha / beta) = 1.98 / 1.98 eV
total charge = -1
energy = -7837.9405 Eh
ΔE to the lowest compared entry with this formula, charge and spin = 10.7 kcal per mole

Density functional theory data (ωB97M-V/def2-TZVPD) for 12 unconnected molecules or ions with the total composition H24O12 at a distorted geometry.

Geometry (Å):
O (-19.18300, -11.85200, 15.41800)
H (-19.98200, -11.34500, 15.42300)
H (-18.70400, -11.51300, 14.62800)
O (-15.70300, -10.66400, 17.08300)
H (-16.61300, -10.65000, 17.44400)
H (-15.56900, -10.55900, 16.12500)
O (-16.79800, -6.58400, 15.02600)
H (-16.13700, -6.55300, 14.32900)
H (-16.58900, -5.90800, 15.61400)
O (-16.00800, -11.17900, 11.80500)
H (-16.08300, -11.00200, 12.76400)
H (-15.96900, -12.13900, 11.72800)
O (-18.34200, -10.63900, 17.52200)
H (-18.76700, -11.18200, 16.83400)
H (-18.18600, -9.86900, 16.98900)
O (-16.00700, -9.77700, 14.42700)
H (-15.85200, -9.13700, 13.75700)
H (-16.82200, -9.52000, 14.84100)
O (-14.00000, -9.58300, 10.73300)
H (-14.42400, -9.03500, 10.06400)
H (-14.70200, -10.07500, 11.20600)
O (-15.66400, -7.65600, 12.75700)
H (-14.95600, -7.11200, 12.35000)
H (-16.28500, -7.85100, 12.02800)
O (-13.27400, -10.90700, 15.59200)
H (-13.50800, -10.49000, 14.75900)
H (-12.85900, -10.20500, 16.04900)
O (-18.84900, -10.59300, 12.98600)
H (-18.87000, -11.40900, 12.44200)
H (-17.95400, -10.45900, 13.09700)
O (-12.87000, -9.09800, 13.15700)
H (-13.02200, -8.21200, 13.47500)
H (-13.23900, -9.13300, 12.26800)
O (-18.41000, -8.78600, 15.51300)
H (-17.99600, -7.86900, 15.44400)
H (-19.36200, -8.54100, 15.46100)

Atoms 1-3, force components in eV/Å:
0.719 -0.709 -0.855
-0.907 0.357 -0.248
-0.634 -0.171 0.703

E_LUMO = -0.63 eV
total charge = 0
SMILES string = O.O.O.O.O.O.O.O.O.O.O.O
energy = -917.2559 Eh
ΔE to the lowest compared entry with this formula, charge and spin = 43.6 kcal per mole

> Look up the total charge of the fourth one.

0

> total charge of number 3 (C27H33Cl3FeN7O9P2Se)?

-1